The following is a quantum chemistry calculation of a cluster of 11 separate species, C65H82F9N11O7S in total, from the Open Molecules 2025 dataset.

Last columns: bonded neighbours and bond lengths (Å).
Element x y z (Å)
1 C 3.00138 3.96005 0.19745  C2 1.525, H44 1.087, H45 1.090, H46 1.087
2 C 2.04771 4.18066 -0.97162  C1 1.525, C3 1.543, H47 1.090, H48 1.089
3 C 1.14115 2.98574 -1.33419  C2 1.543, C4 1.523, O10 1.425, H49 1.091
4 C -0.30502 3.19848 -0.90661  C3 1.523, C5 1.532, H50 1.091, H51 1.088
5 C -0.50558 3.47141 0.58795  C4 1.532, O6 1.441, H52 1.091, H53 1.084
6 O -0.86583 4.83422 0.88932  C5 1.441, C7 1.351
7 C -2.18879 5.09126 0.98745  O6 1.351, C8 1.494, O9 1.174
8 C -3.02871 4.85115 -0.22506  C7 1.494, H54 1.079, H55 1.088, H56 1.090
9 O -2.63821 5.52589 1.98089  C7 1.174
10 O 1.71364 1.82354 -0.73957  C3 1.425, C11 1.400
11 C 1.12639 0.58832 -1.03733  O10 1.400, C12 1.540, H57 1.089, H58 1.090
12 C 2.04798 -0.34485 -1.84448  C11 1.540, C13 1.529, N21 1.445, S28 1.840
13 C 2.68792 0.34511 -3.04951  C12 1.529, C14 1.517, H59 1.092, H60 1.088
14 C 1.77467 1.08366 -4.00887  C13 1.517, C15 1.429, C20 1.415
15 C 2.37751 2.12622 -4.77742  C14 1.429, C16 1.415, H61 1.083
16 C 1.61151 2.90412 -5.67815  C15 1.415, C17 1.418, H62 1.081
17 C 0.22111 2.66549 -5.81886  C16 1.418, C18 1.428, H63 1.082
18 C -0.40506 1.62260 -5.07170  C17 1.428, C19 1.508, C20 1.427
19 C -1.88730 1.36522 -5.17486  C18 1.508, H64 1.089, H65 1.087, H66 1.091
20 C 0.39397 0.83420 -4.19015  C14 1.415, C18 1.427, H67 1.082
21 N 1.32469 -1.57782 -2.05683  C12 1.445, C22 1.460, H68 1.010
22 C 1.80706 -2.58333 -2.99858  N21 1.460, C23 1.507, H69 1.091, H70 1.086
23 C 1.05253 -2.60743 -4.30247  C22 1.507, O24 1.437, H71 1.092, H72 1.092
24 O -0.33175 -2.79270 -3.96432  C23 1.437, C25 1.372
25 C -1.08529 -3.30963 -4.98773  O24 1.372, C26 1.492, O27 1.167
26 C -1.65485 -2.29129 -5.91790  C25 1.492, H73 1.090, H74 1.085, H75 1.083
27 O -1.24262 -4.46196 -5.08035  C25 1.167
28 S 3.49716 -0.78981 -0.80130  C12 1.840, O29 1.435, O30 1.437, C31 1.882
29 O 3.92810 0.31156 0.01135  S28 1.435
30 O 4.44652 -1.49762 -1.61614  S28 1.437
31 C 2.80983 -2.09197 0.37026  S28 1.882, F32 1.343, F33 1.336, C34 1.574
32 F 2.85383 -3.25619 -0.29856  C31 1.343
33 F 1.54607 -1.84202 0.72586  C31 1.336
34 C 3.70056 -2.21739 1.66233  C31 1.574, F35 1.341, F36 1.352, C37 1.571
35 F 4.95671 -1.84900 1.37260  C34 1.341
36 F 3.70437 -3.51714 2.03437  C34 1.352
37 C 3.24821 -1.44937 2.95656  C34 1.571, F38 1.350, F39 1.346, C40 1.549
38 F 4.21028 -1.69771 3.87088  C37 1.350
39 F 2.08184 -1.92257 3.43355  C37 1.346
40 C 3.12561 0.09283 2.87610  C37 1.549, F41 1.322, F42 1.326, F43 1.334
41 F 2.17995 0.46317 2.02981  C40 1.322
42 F 4.28226 0.63488 2.52168  C40 1.326
43 F 2.79457 0.53363 4.09084  C40 1.334
44 H 3.75725 3.21425 -0.03302  C1 1.087
45 H 3.51300 4.89701 0.41586  C1 1.090
46 H 2.49685 3.65408 1.11025  C1 1.087
47 H 1.41326 5.03913 -0.75154  C2 1.090
48 H 2.64802 4.44253 -1.84195  C2 1.089
49 H 1.14155 2.90576 -2.42274  C3 1.091
50 H -0.93116 2.35792 -1.20816  C4 1.091
51 H -0.65155 4.06755 -1.46124  C4 1.088
52 H -1.28601 2.82164 0.98562  C5 1.091
53 H 0.39431 3.25908 1.15379  C5 1.084
54 H -2.47160 4.84568 -1.14936  C8 1.079
55 H -3.75393 5.66082 -0.27438  C8 1.088
56 H -3.60098 3.92811 -0.13593  C8 1.090
57 H 0.19754 0.68723 -1.59621  C11 1.089
58 H 0.88012 0.08286 -0.10407  C11 1.090
59 H 3.37075 1.09750 -2.64924  C13 1.092
60 H 3.31454 -0.35233 -3.60218  C13 1.088
61 H 3.43508 2.33243 -4.66873  C15 1.083
62 H 2.07599 3.69958 -6.24482  C16 1.081
63 H -0.37461 3.27520 -6.48566  C17 1.082
64 H -2.21482 0.82021 -4.29110  C19 1.089
65 H -2.16087 0.83420 -6.08265  C19 1.087
66 H -2.42416 2.31447 -5.16334  C19 1.091
67 H -0.10660 0.04906 -3.63864  C20 1.082
68 H 0.33173 -1.42230 -2.15250  N21 1.010
69 H 1.68566 -3.56690 -2.54291  C22 1.091
70 H 2.86954 -2.47339 -3.19729  C22 1.086
71 H 1.18237 -1.69388 -4.88724  C23 1.092
72 H 1.41718 -3.44814 -4.89619  C23 1.092
73 H -1.09791 -2.34032 -6.85325  C26 1.090
74 H -2.68753 -2.55137 -6.12736  C26 1.085
75 H -1.57375 -1.29134 -5.50959  C26 1.083
76 C -5.25269 0.79723 -1.50944  C77 1.421, C80 1.369, H81 1.077
77 C -6.45992 0.41261 -2.15334  C76 1.421, C78 1.368, H82 1.076
78 C -6.56900 1.15742 -3.29592  C77 1.368, N79 1.368, H83 1.076
79 N -5.47568 1.97716 -3.36907  C78 1.368, C80 1.370, H84 1.002
80 C -4.66750 1.76280 -2.28389  C76 1.369, N79 1.370, H85 1.077
81 H -4.86318 0.40987 -0.58286  C76 1.077
82 H -7.16695 -0.32426 -1.81278  C77 1.076
83 H -7.32822 1.17455 -4.05840  C78 1.076
84 H -5.29880 2.63508 -4.10400  N79 1.002
85 H -3.74926 2.31213 -2.15793  C80 1.077
86 C 1.42517 -1.87090 8.36100  C87 1.421, C90 1.367, H91 1.077
87 C 0.19651 -2.23445 7.74574  C86 1.421, C88 1.375, H92 1.079
88 C 0.16950 -1.64636 6.50296  C87 1.375, N89 1.370, H93 1.077
89 N 1.32811 -0.92921 6.35983  C88 1.370, C90 1.367, H94 1.003
90 C 2.09718 -1.06845 7.48183  C86 1.367, N89 1.367, H95 1.076
91 H 1.76856 -2.15415 9.34196  C86 1.077
92 H -0.58099 -2.84879 8.17161  C87 1.079
93 H -0.57437 -1.66827 5.72510  C88 1.077
94 H 1.57576 -0.37696 5.56003  N89 1.003
95 H 3.04925 -0.57381 7.56522  C90 1.076
96 C -7.47479 4.98523 4.02262  C97 1.421, C100 1.371, H101 1.077
97 C -7.27934 4.43172 2.72819  C96 1.421, C98 1.371, H102 1.077
98 C -5.94877 4.56466 2.42763  C97 1.371, N99 1.365, H103 1.076
99 N -5.33544 5.17140 3.48605  C98 1.365, C100 1.366, H104 1.006
100 C -6.25532 5.43110 4.46153  C96 1.371, N99 1.366, H105 1.076
101 H -8.40153 5.04701 4.56775  C96 1.077
102 H -8.02721 3.98784 2.09265  C97 1.077
103 H -5.38969 4.27734 1.55444  C98 1.076
104 H -4.35552 5.39433 3.52417  N99 1.006
105 H -5.96752 5.90767 5.38262  C100 1.076
106 C 7.82014 -4.41695 5.88776  C107 1.422, C110 1.369, H111 1.077
107 C 7.62607 -5.71006 5.32861  C106 1.422, C108 1.369, H112 1.077
108 C 6.68952 -5.58958 4.33705  C107 1.369, N109 1.367, H113 1.076
109 N 6.31254 -4.27679 4.27623  C108 1.367, C110 1.368, H114 1.003
110 C 6.99473 -3.55509 5.21659  C106 1.369, N109 1.368, H115 1.077
111 H 8.48813 -4.15189 6.68976  C106 1.077
112 H 8.11700 -6.62239 5.62217  C107 1.077
113 H 6.26159 -6.32195 3.67473  C108 1.076
114 H 5.63353 -3.90074 3.64109  N109 1.003
115 H 6.83645 -2.49604 5.32730  C110 1.077
116 C -0.56877 -5.59920 1.61456  C117 1.421, C120 1.364, H121 1.073
117 C -1.82897 -5.81658 0.99441  C116 1.421, C118 1.370, H122 1.078
118 C -1.84986 -5.08009 -0.16057  C117 1.370, N119 1.369, H123 1.076
119 N -0.65078 -4.42619 -0.25848  C118 1.369, C120 1.370, H124 1.004
120 C 0.13204 -4.73903 0.82131  C116 1.364, N119 1.370, H125 1.073
121 H -0.21463 -6.02428 2.53372  C116 1.073
122 H -2.63284 -6.44029 1.35083  C117 1.078
123 H -2.60804 -4.96876 -0.91635  C118 1.076
124 H -0.38701 -3.81162 -1.00739  N119 1.004
125 H 1.11978 -4.33455 0.93414  C120 1.073
126 C -1.13804 6.74002 -3.82222  C127 1.423, C130 1.368, H131 1.077
127 C -1.97474 7.83312 -4.18183  C126 1.423, C128 1.367, H132 1.076
128 C -3.16223 7.31570 -4.61899  C127 1.367, N129 1.372, H133 1.076
129 N -3.07662 5.94876 -4.53633  C128 1.372, C130 1.372, H134 1.003
130 C -1.84423 5.59140 -4.05148  C126 1.368, N129 1.372, H135 1.078
131 H -0.13278 6.79429 -3.43922  C126 1.077
132 H -1.72892 8.87967 -4.12614  C127 1.076
133 H -4.05488 7.79761 -4.97900  C128 1.076
134 H -3.80751 5.30697 -4.78298  N129 1.003
135 H -1.57884 4.55557 -3.91243  C130 1.078
136 C -6.47784 -8.27048 3.30805  C137 1.422, C140 1.369, H141 1.077
137 C -6.16348 -8.67565 1.98144  C136 1.422, C138 1.369, H142 1.077
138 C -4.79886 -8.69058 1.87253  C137 1.369, N139 1.368, H143 1.077
139 N -4.27894 -8.30996 3.07952  C138 1.368, C140 1.367, H144 1.004
140 C -5.29346 -8.05312 3.95956  C136 1.369, N139 1.367, H145 1.076
141 H -7.46010 -8.15351 3.73364  C136 1.077
142 H -6.85941 -8.92773 1.19925  C137 1.077
143 H -4.15660 -8.93904 1.04507  C138 1.077
144 H -3.29985 -8.23046 3.28906  N139 1.004
145 H -5.08750 -7.74077 4.96864  C140 1.076
146 C -2.53197 4.30088 -9.72979  C147 1.422, C150 1.369, H151 1.077
147 C -3.82594 4.84429 -9.95719  C146 1.422, C148 1.369, H152 1.077
148 C -4.24831 5.39897 -8.77905  C147 1.369, N149 1.368, H153 1.076
149 N -3.26169 5.21030 -7.84978  C148 1.368, C150 1.368, H154 1.004
150 C -2.21207 4.54402 -8.42103  C146 1.369, N149 1.368, H155 1.076
151 H -1.90755 3.79544 -10.44687  C146 1.077
152 H -4.37936 4.83207 -10.88071  C147 1.077
153 H -5.16060 5.91145 -8.52643  C148 1.076
154 H -3.29678 5.51001 -6.89256  N149 1.004
155 H -1.32926 4.30889 -7.85229  C150 1.076
156 C 8.37254 3.88443 2.20269  C157 1.422, C160 1.370, H161 1.077
157 C 8.96818 2.77896 2.86954  C156 1.422, C158 1.369, H162 1.077
158 C 8.02651 1.78673 2.93360  C157 1.369, N159 1.367, H163 1.077
159 N 6.88820 2.24950 2.33381  C158 1.367, C160 1.367, H164 1.003
160 C 7.08985 3.52491 1.88470  C156 1.370, N159 1.367, H165 1.077
161 H 8.83366 4.83228 1.98209  C156 1.077
162 H 9.97161 2.71974 3.25577  C157 1.077
163 H 8.07174 0.79532 3.35086  C158 1.077
164 H 6.03434 1.73270 2.23823  N159 1.003
165 H 6.30809 4.06506 1.37868  C160 1.077
166 C 0.13939 -7.47247 6.54399  C167 1.421, C170 1.372, H171 1.078
167 C 1.34188 -7.77665 7.23798  C166 1.421, C168 1.370, H172 1.077
168 C 1.73398 -6.63594 7.88740  C167 1.370, N169 1.366, H173 1.076
169 N 0.81985 -5.65932 7.61036  C168 1.366, C170 1.363, H174 1.004
170 C -0.15502 -6.15705 6.79748  C166 1.372, N169 1.363, H175 1.077
171 H -0.43749 -8.14256 5.92723  C166 1.078
172 H 1.85838 -8.72129 7.25604  C167 1.077
173 H 2.58392 -6.43829 8.51726  C168 1.076
174 H 0.85333 -4.71508 7.95043  N169 1.004
175 H -0.97031 -5.53520 6.46832  C170 1.077

The molecular weight is 1332.5 g mol⁻¹. The SMILES is CC[C@H](CCOC(C)=O)OC[C@](Cc1cccc(C)c1)(NCCOC(C)=O)S(=O)(=O)C(F)(F)C(F)(F)C(F)(F)C(F)(F)F.c1cc[nH]c1.c1cc[nH]c1.c1cc[nH]c1.c1cc[nH]c1.c1cc[nH]c1.c1cc[nH]c1.c1cc[nH]c1.c1cc[nH]c1.c1cc[nH]c1.c1cc[nH]c1. For the orbital gap, the calculation gives 7.69 eV. The calculation puts the largest force on an atom at 2.51 eV Å⁻¹. The LUMO energy comes out at -0.36 eV. The calculation puts the total energy at -134747.544 eV.

Atom charges from the Löwdin analysis, given in e for atoms 1 to 99:
1. C -0.0826
2. C -0.1553
3. C -0.3163
4. C -0.1041
5. C -0.1250
6. O -0.0062
7. C -0.5484
8. C 0.0226
9. O 0.1511
10. O -0.1072
11. C -0.1543
12. C -0.4412
13. C -0.0924
14. C -0.1927
15. C -0.0291
16. C -0.0481
17. C -0.0311
18. C -0.2360
19. C -0.0555
20. C -0.0110
21. N 0.0072
22. C -0.1667
23. C -0.1513
24. O -0.0511
25. C -0.5535
26. C 0.0371
27. O 0.1812
28. S 0.8235
29. O -0.2555
30. O -0.2487
31. C -0.4431
32. F 0.1124
33. F 0.1125
34. C -0.3501
35. F 0.1547
36. F 0.1541
37. C -0.3311
38. F 0.1566
39. F 0.1676
40. C -0.5548
41. F 0.1923
42. F 0.1710
43. F 0.1797
44. H 0.0672
45. H 0.0775
46. H 0.0668
47. H 0.1116
48. H 0.1115
49. H 0.1250
50. H 0.1083
51. H 0.1005
52. H 0.1336
53. H 0.1176
54. H 0.0521
55. H 0.1025
56. H 0.0815
57. H 0.1152
58. H 0.1235
59. H 0.1292
60. H 0.1254
61. H 0.1137
62. H 0.1014
63. H 0.0705
64. H 0.0721
65. H 0.0808
66. H 0.0617
67. H 0.0943
68. H 0.1145
69. H 0.1221
70. H 0.1183
71. H 0.1205
72. H 0.1413
73. H 0.1048
74. H 0.0992
75. H 0.0511
76. C -0.1050
77. C -0.1019
78. C -0.1346
79. N 0.0013
80. C -0.1615
81. H 0.0921
82. H 0.0941
83. H 0.1078
84. H 0.1322
85. H 0.0877
86. C -0.1152
87. C -0.1328
88. C -0.1249
89. N 0.0129
90. C -0.1313
91. H 0.0928
92. H 0.0921
93. H 0.1088
94. H 0.1072
95. H 0.1094
96. C -0.1168
97. C -0.1143
98. C -0.1440
99. N 0.0117